1.
Molecular formula: C4H9NO
Method: DFT, ωB97M-V/def2-TZVPD

Values from the calculation:
**HOMO level**: -0.2737 Ha
**LUMO level**: 1.06 eV

The geometry in ORCA input format:
```
! RIJCOSX wB97M-V def2-TZVPD def2/J DEFGRID3
* xyz 0 1
C 0.702 1.307 1.254
N 0.597 0.415 0.293
C 0.118 0.588 -1.092
C 0.057 -0.967 -1.192
O -1.189 -1.525 -1.528
C 0.462 -0.924 0.248
H 0.599 2.355 1.011
H -1.072 0.336 1.815
H 1.074 0.992 2.220
H 0.830 1.113 -1.734
H -0.862 1.075 -1.109
H 0.770 -1.404 -1.898
H -1.781 -1.358 -0.780
H -1.137 -0.374 1.512
H 0.832 -1.631 0.979
*
```

=====

2.
Molecular formula: C4H9NO
Method: DFT, ωB97M-V/def2-TZVPD

Values from the calculation:
**SMILES**: NC[C@H]1C[C@H]1O
**HOMO level**: -0.3297 Ha
**LUMO level**: 0.94 eV

The geometry in ORCA input format:
```
! RIJCOSX wB97M-V def2-TZVPD def2/J DEFGRID3
* xyz 0 1
N 1.465 0.706 0.923
C 1.227 0.215 -0.491
C -0.342 0.569 -0.821
C -0.897 -0.757 -1.093
C -1.322 -0.129 0.178
O -0.552 -0.817 1.114
H 1.589 1.829 0.635
H 2.271 0.510 1.465
H 1.716 0.805 -1.249
H 1.235 -0.776 -0.546
H -0.532 1.500 -1.361
H -1.549 -0.518 -2.155
H -0.261 -1.699 -0.872
H -2.215 0.560 0.618
H -0.090 -0.015 1.463
*
```

=====

3.
Molecular formula: C4H9NO
Method: DFT, ωB97M-V/def2-TZVPD

Values from the calculation:
**SMILES**: CC(=O)N(C)C
**HOMO level**: -0.3345 Ha
**LUMO level**: 0.83 eV

The geometry in ORCA input format:
```
! RIJCOSX wB97M-V def2-TZVPD def2/J DEFGRID3
* xyz 0 1
C -0.058 1.548 -1.339
C 0.045 0.046 -1.082
O 0.082 -0.738 -2.031
N 0.075 -0.450 0.214
C -0.036 -1.889 0.465
C 0.086 0.466 1.346
H -0.918 1.972 -0.770
H -0.192 1.753 -2.396
H 0.868 2.038 -0.938
H 0.911 -2.392 0.265
H -0.303 -2.117 1.477
H -0.796 -2.308 -0.199
H -0.781 1.100 1.369
H 1.008 1.070 1.339
H 0.009 -0.099 2.281
*
```

=====

4.
Molecular formula: C4H9NO
Method: DFT, ωB97M-V/def2-TZVPD

Values from the calculation:
**HOMO level (alpha / beta)**: -0.5029 / -0.5027 Ha
**LUMO level (alpha / beta)**: -3.84 / -9.44 eV

The geometry in ORCA input format:
```
! RIJCOSX wB97M-V def2-TZVPD def2/J DEFGRID3
* xyz 1 2
O 2.787 0.050 -0.489
C 2.306 -1.042 -0.039
C 0.813 -1.087 0.191
C 0.261 0.276 0.203
C -1.315 0.374 -0.010
N -1.749 1.565 -0.674
H 2.890 -1.955 0.341
H 0.326 -1.680 -0.527
H 0.469 -1.719 1.077
H 0.647 0.724 -0.676
H 0.451 0.854 1.112
H -1.615 -0.566 -0.583
H -1.887 0.050 0.961
H -1.578 2.458 -0.116
H -2.806 1.697 -0.772
*
```